Here is C32H31IN5OOs as an isolated structure from the Open Molecules 2025 dataset. Energies are from ωB97M-V with the def2-TZVPD basis set.

Calculated values
- orbital gap (spin up / spin down) (Ha) = 0.1859 / 0.0663
- lowest unoccupied orbital energy (spin up / spin down) (eV) = -8.67 / -12.18
- strongest force on any atom (eV/Å) = 4.148

Structure (ORCA input):
```
! wB97M-V def2-TZVPD RIJCOSX def2/J DEFGRID3
* xyz 3 5
Os 0.183 0.099 -2.043
N -1.593 1.281 -2.650
C -2.205 0.619 -3.793
C -3.379 1.082 -4.356
C -3.919 0.422 -5.489
C -3.390 -0.782 -5.938
C -2.218 -1.303 -5.359
C -1.627 -2.525 -5.743
C -0.499 -2.982 -5.174
C 0.082 -2.169 -4.187
N -0.444 -1.007 -3.743
C -1.632 -0.600 -4.286
H -1.200 2.141 -3.000
H -2.274 1.562 -1.928
H -3.850 2.006 -4.030
H -4.809 0.866 -5.936
H -3.852 -1.215 -6.835
H -2.031 -3.110 -6.572
H -0.014 -3.933 -5.434
H 1.042 -2.441 -3.773
I 2.248 -2.288 -1.575
C 2.119 -0.443 -2.520
H 2.934 0.185 -2.138
H 2.410 -0.633 -3.549
N 3.988 2.533 3.495
C 5.057 3.184 4.058
C 5.585 3.177 5.275
C 6.821 3.988 5.549
C 7.388 4.719 4.483
C 6.877 4.587 3.155
C 5.696 3.830 3.041
N 5.092 3.537 1.827
C 4.049 2.815 2.147
C 2.982 2.284 1.302
C 2.247 1.159 1.584
C 1.305 0.600 0.667
N 1.126 1.243 -0.473
C 1.782 2.387 -0.788
C 2.726 2.909 0.114
H 3.157 2.253 3.968
H 5.217 2.677 6.142
H 7.202 3.926 6.561
H 8.317 5.290 4.713
H 7.313 5.102 2.304
H 2.511 0.544 2.470
H 0.803 -0.319 0.835
H 1.499 2.795 -1.733
H 3.323 3.774 -0.192
C -5.156 -2.791 4.216
C -4.156 -2.562 3.058
C -3.223 -3.516 2.687
C -2.445 -3.371 1.546
C -1.673 -4.578 1.130
C -2.486 -2.127 0.854
C -1.472 -1.880 -0.105
O -1.285 -0.791 -0.718
C -3.444 -1.114 1.262
C -3.711 0.161 0.460
C -4.300 -1.372 2.291
H -4.690 -2.895 5.223
H -5.586 -3.778 4.039
H -5.889 -2.003 4.362
H -3.148 -4.480 3.208
H -2.231 -5.452 1.414
H -0.644 -4.642 1.570
H -1.497 -4.710 0.054
H -0.668 -2.700 -0.244
H -3.914 -0.103 -0.587
H -2.852 0.857 0.477
H -4.603 0.677 0.835
H -5.073 -0.655 2.514
*
```